Record 1
{"formula": "C4H37NO16", "method": "ωB97M-V with the def2-TZVPD basis set", "e_homo_ev": -3.688, "gap_ev": 8.61, "spin_multiplicity": 1, "total_charge": -2, "fmax_ev_per_a": 2.9, "symbols": ["C", "O", "C", "C", "C", "O", "N", "H", "H", "H", "H", "H", "H", "H", "H", "H", "H", "H", "O", "H", "H", "O", "H", "H", "O", "H", "H", "O", "H", "H", "O", "H", "H", "O", "H", "H", "O", "H", "H", "O", "H", "H", "O", "H", "H", "O", "H", "H", "O", "H", "H", "O", "H", "H", "O", "H", "H", "O"], "coordinates": [[1.0462, -1.2589, -0.5238], [0.7613, -1.8562, -1.8155], [2.4123, -1.7598, -0.0784], [2.5591, -1.6922, 1.4894], [1.9672, -0.4220, 2.1246], [0.6238, -0.5543, 2.4461], [2.4887, -3.1949, -0.3458], [0.1823, -1.4924, 0.0829], [1.1953, -0.1884, -0.6546], [3.1991, -1.1004, -0.4509], [3.6040, -1.9623, 1.6730], [1.9375, -2.4807, 1.9065], [2.6093, -0.2156, 3.0102], [2.0524, 0.5052, 1.5280], [3.3190, -3.6050, 0.0659], [2.4211, -3.4007, -1.3351], [0.5140, 3.9722, -2.3222], [1.3377, 1.7028, -2.5945], [0.4088, 3.0279, -2.5394], [-2.4064, -2.5656, 2.2404], [-2.4669, -1.4167, 1.2020], [-2.9958, -2.1362, 1.5961], [-1.8742, 2.5585, -2.4298], [-1.8196, 1.6706, -1.2959], [-2.4538, 1.9060, -1.9950], [-1.7670, 4.4517, -0.0203], [-2.0407, 3.7140, -1.2467], [-1.9487, 4.6494, -0.9581], [-0.2023, 2.1286, -3.9726], [-1.1495, 0.8153, -3.9791], [-0.5404, 1.3618, -4.4887], [1.3496, 4.2985, -0.2245], [0.4748, 3.5984, 0.8406], [1.0464, 4.3804, 0.6808], [1.4788, 0.7009, -3.7158], [0.7954, -1.1564, -2.4851], [1.8796, 0.8923, -2.8814], [0.1489, -1.8005, 2.9460], [-0.0176, -3.0373, 2.0944], [-0.3109, -2.7867, 2.9855], [-0.6256, -4.5367, -0.3038], [0.5385, -4.3030, -1.1867], [-0.2463, -4.8650, -1.1291], [-1.1294, 1.1332, 3.9183], [0.0909, 0.4067, 4.2227], [-0.5769, 0.9745, 4.6773], [0.1761, 2.2957, -1.1001], [0.8385, 1.7115, 0.1571], [-0.0273, 2.0035, -0.1405], [-0.6259, -0.1475, 1.5260], [-1.1764, 0.6186, 0.1066], [-1.3798, 0.1136, 0.9092], [-2.2170, -1.7711, -1.8676], [-2.8584, -2.5897, -0.8931], [-3.1156, -2.0660, -1.6581], [-2.9493, 1.0556, 1.7861], [-1.7962, 1.8606, 2.1370], [-2.7389, 1.8542, 2.2797]], "mulliken_charge": [0.636, -0.638, 0.403, -1.206, -0.299, -0.824, -0.623, -0.046, -0.118, 0.182, 0.381, 0.411, 0.250, 0.043, 0.202, 0.265, 0.065, 0.439, -1.015, 0.379, 0.307, -0.709, 0.262, 0.243, -0.819, 0.319, 0.372, -0.661, 0.351, 0.321, -0.713, 0.286, 0.324, -0.659, 0.329, 0.261, -0.757, 0.393, 0.332, -0.884, 0.335, 0.311, -0.715, 0.406, 0.368, -0.750, 0.133, 0.240, -0.348, 0.441, 0.068, -0.125, 0.317, 0.329, -0.647, 0.392, 0.166, -0.709]}

***

Record 2
{"formula": "C18H54ClO13Y", "method": "ωB97M-V with the def2-TZVPD basis set", "e_homo_ev": -13.344, "gap_ev": 3.01, "spin_multiplicity": 1, "total_charge": 2, "fmax_ev_per_a": 5.8, "symbols": ["Y", "Cl", "O", "O", "O", "O", "C", "C", "O", "H", "H", "H", "H", "H", "H", "C", "C", "O", "H", "H", "H", "H", "H", "H", "C", "C", "O", "H", "H", "H", "H", "H", "H", "C", "C", "O", "H", "H", "H", "H", "H", "H", "C", "C", "O", "H", "H", "H", "H", "H", "H", "C", "C", "O", "H", "H", "H", "H", "H", "H", "C", "C", "O", "H", "H", "H", "H", "H", "H", "C", "C", "O", "H", "H", "H", "H", "H", "H", "C", "C", "O", "H", "H", "H", "H", "H", "H"], "coordinates": [[0.5028, -3.3206, -3.3003], [-0.4618, -0.2110, -0.7831], [-1.0030, -0.6952, 0.4434], [-0.2601, -1.3360, -1.6832], [-1.1873, 0.8662, -1.3634], [0.8370, 0.3666, -0.4865], [3.7640, -0.2082, -3.7621], [2.2533, -0.1985, -3.5356], [1.6416, -1.3643, -4.2112], [4.2835, -1.0529, -3.3019], [4.1898, 0.6525, -3.2449], [4.0282, -0.2281, -4.8202], [1.7830, 0.7505, -3.7863], [2.1849, -0.3503, -2.4586], [1.5503, -1.0456, -5.1258], [4.2144, 0.8149, 0.8675], [3.8192, 2.0223, 1.6554], [4.5174, 2.0578, 2.8831], [5.2425, 0.9278, 0.5150], [3.5337, 0.8966, 0.0129], [4.1498, -0.1077, 1.4399], [2.7318, 1.9673, 1.8486], [3.7094, 2.9236, 1.0376], [4.1348, 2.6901, 3.4980], [-4.7899, 4.4091, -1.6083], [-4.0348, 3.2346, -2.1259], [-4.9084, 2.1129, -2.3027], [-4.9938, 4.3727, -0.5360], [-5.7584, 4.5561, -2.0862], [-4.1982, 5.3183, -1.7368], [-3.1982, 2.9904, -1.4608], [-3.4908, 3.4624, -3.0498], [-4.3952, 1.3068, -2.2135], [-0.2917, 4.4042, -1.3290], [1.1004, 3.8187, -1.3270], [1.1544, 2.7210, -2.2457], [-0.5614, 4.7055, -2.3371], [-0.3069, 5.2615, -0.6502], [-0.9687, 3.6912, -0.8520], [1.4925, 3.4694, -0.3654], [1.7938, 4.5886, -1.6798], [0.7528, 2.0601, -1.6648], [-4.6430, -1.6676, 0.8186], [-5.4856, -1.0123, 1.9336], [-6.7149, -1.6713, 2.1382], [-5.1014, -2.6136, 0.5271], [-3.5875, -1.8254, 1.0599], [-4.5179, -0.9943, -0.0356], [-5.5147, 0.0553, 1.7143], [-4.8941, -1.1830, 2.8340], [-6.9908, -2.1269, 1.3388], [-1.7883, -5.2172, 0.2832], [-0.6730, -4.2569, -0.0465], [-0.0313, -4.5277, -1.3224], [-2.3050, -4.8319, 1.1617], [-1.3725, -6.2207, 0.3823], [-2.5763, -5.2144, -0.4740], [0.0358, -4.1948, 0.7830], [-1.1097, -3.2572, -0.1046], [0.4801, -5.3468, -1.1916], [2.0176, -0.9322, 4.0791], [2.1374, -1.8776, 2.8618], [0.8611, -2.3128, 2.4171], [2.9739, -0.5388, 4.4197], [1.5188, -1.4574, 4.8937], [1.3685, -0.0984, 3.8057], [2.6980, -2.7807, 3.0944], [2.5432, -1.2524, 2.0610], [0.4559, -1.7175, 1.7862], [3.3243, -3.6537, 0.1618], [2.8849, -2.4897, -0.7177], [2.5337, -3.0809, -2.0225], [2.5040, -4.3449, 0.3611], [3.7403, -3.1933, 1.0581], [4.0771, -4.3234, -0.2645], [3.6038, -1.6652, -0.7263], [2.0377, -1.9447, -0.2938], [3.3680, -3.4407, -2.3655], [-2.3269, 2.8048, 1.8988], [-0.9448, 2.3959, 2.3525], [-0.2774, 3.3866, 3.1450], [-2.9560, 2.8842, 2.7904], [-2.8217, 2.0009, 1.3521], [-2.3337, 3.7581, 1.3752], [-0.3752, 2.1376, 1.4504], [-0.9350, 1.5283, 3.0188], [0.5562, 3.0132, 3.4398]], "mulliken_charge": [1.819, 1.084, -0.545, -0.295, -0.436, -0.399, -1.199, 0.485, -0.429, 0.249, 0.370, 0.391, 0.602, -0.495, 0.323, -0.540, -0.058, -0.546, 0.472, -0.028, 0.160, -0.150, 0.377, 0.337, -1.180, 0.639, -0.559, 0.293, 0.345, 0.323, -0.369, 0.220, 0.284, -0.730, -0.050, -0.477, 0.300, 0.406, -0.056, -0.065, 0.361, 0.141, -0.572, -0.109, -0.531, 0.406, -0.120, 0.154, 0.223, 0.262, 0.290, -1.343, 0.501, -0.285, 0.388, 0.429, 0.323, 0.188, -0.222, 0.322, -1.028, 0.507, -0.436, 0.380, 0.365, 0.048, 0.377, -0.477, 0.207, -1.215, 0.483, -0.218, 0.222, 0.237, 0.533, 0.303, -0.217, 0.244, -1.317, 0.568, -0.602, 0.467, 0.232, 0.297, -0.175, 0.246, 0.293]}

***

Record 3
{"formula": "C23H38F7N2O24S6", "method": "ωB97M-V with the def2-TZVPD basis set", "e_homo_ev": -10.724, "gap_ev": 8.28, "spin_multiplicity": 1, "total_charge": 1, "fmax_ev_per_a": 1.8, "symbols": ["F", "C", "F", "F", "C", "F", "F", "C", "F", "F", "N", "C", "C", "C", "C", "N", "C", "C", "C", "C", "H", "H", "H", "H", "H", "H", "H", "H", "H", "H", "H", "H", "H", "H", "C", "C", "O", "S", "O", "O", "O", "H", "H", "H", "H", "C", "C", "O", "S", "O", "O", "O", "H", "H", "H", "H", "C", "C", "O", "S", "O", "O", "O", "H", "H", "H", "H", "C", "C", "O", "S", "O", "O", "O", "H", "H", "H", "H", "C", "C", "O", "S", "O", "O", "O", "H", "H", "H", "H", "C", "C", "O", "S", "O", "O", "O", "H", "H", "H", "H"], "coordinates": [[0.5437, 1.3783, 1.3593], [1.5877, 1.0300, 0.6318], [1.2877, 1.2070, -0.6497], [1.8913, -0.2166, 0.8505], [2.7794, 1.9466, 1.0272], [2.7420, 2.1783, 2.3368], [3.9173, 1.3008, 0.7465], [2.8621, 3.2875, 0.2523], [3.1981, 3.0353, -1.0118], [3.8022, 4.0508, 0.7842], [1.5894, 4.0519, 0.1920], [1.3044, 4.9700, 1.3601], [-0.0816, 4.6788, 1.9298], [-1.2297, 5.1459, 1.0102], [-1.8658, 4.0726, 0.1294], [-2.1861, 2.8380, 0.8172], [-2.4543, 2.6174, 2.1482], [-2.7352, 1.2689, 2.3200], [-2.6419, 0.6556, 1.0487], [-2.3154, 1.6447, 0.1416], [1.6654, 4.6499, -0.6462], [0.7702, 3.4494, 0.0503], [1.3526, 5.9918, 1.0283], [2.0175, 4.8360, 2.1654], [-0.1256, 3.6177, 2.1713], [-0.1592, 5.2209, 2.8671], [-1.9782, 5.6639, 1.5994], [-0.8372, 5.9013, 0.3276], [-1.2159, 3.8387, -0.7172], [-2.7815, 4.4788, -0.2983], [-2.4224, 3.4145, 2.8678], [-2.9663, 0.8138, 3.2646], [-2.8208, -0.3876, 0.8689], [-2.1867, 1.5315, -0.9195], [4.8805, 7.8385, 0.9644], [5.5087, 8.0107, -0.4033], [4.4841, 7.5529, -1.3106], [3.0548, 7.9210, -0.7298], [2.5684, 9.1088, -1.3127], [2.2550, 6.7337, -0.7464], [3.5022, 8.2158, 0.7698], [4.9120, 6.7977, 1.2924], [5.3293, 8.4738, 1.7217], [6.4068, 7.4155, -0.5343], [5.7246, 9.0561, -0.6254], [-5.5908, -3.2757, -0.1785], [-4.8892, -3.9204, 0.9972], [-4.8480, -2.8787, 1.9946], [-6.1476, -1.9611, 1.8768], [-7.1122, -2.3786, 2.8258], [-5.7227, -0.6079, 1.7915], [-6.6119, -2.4526, 0.4299], [-4.9171, -2.6263, -0.7405], [-6.0442, -3.9903, -0.8468], [-3.8838, -4.2463, 0.7608], [-5.4613, -4.7599, 1.3955], [6.4700, -1.0568, 1.3057], [7.6031, -0.1154, 0.9551], [8.7021, -0.9840, 0.6586], [8.1627, -2.3351, -0.0114], [8.2613, -2.2345, -1.4206], [8.7013, -3.4353, 0.6998], [6.6199, -2.1524, 0.3925], [6.5623, -1.4380, 2.3240], [5.4933, -0.6001, 1.1808], [7.8652, 0.5519, 1.7710], [7.3775, 0.4713, 0.0607], [-5.0095, -6.3319, -4.8063], [-5.6040, -7.3408, -3.8478], [-4.5953, -7.4904, -2.8303], [-3.8389, -6.1061, -2.6196], [-4.4304, -5.4223, -1.5186], [-2.4430, -6.3289, -2.6758], [-4.3366, -5.3884, -3.9526], [-4.2697, -6.7887, -5.4652], [-5.7607, -5.8151, -5.3970], [-5.8009, -8.3020, -4.3119], [-6.5154, -6.9642, -3.3801], [5.3601, -5.5772, 1.6423], [6.0556, -6.2964, 2.7788], [6.0492, -5.3393, 3.8512], [4.7279, -4.4506, 3.7757], [3.7486, -4.9658, 4.6589], [5.1120, -3.0831, 3.8132], [4.3065, -4.8362, 2.2812], [6.0293, -4.8714, 1.1468], [4.9411, -6.2618, 0.9105], [7.0770, -6.5757, 2.5396], [5.4984, -7.1784, 3.0999], [-7.7414, -0.4721, -3.2954], [-6.4529, -0.8106, -2.5760], [-6.0832, -2.0926, -3.1138], [-6.5341, -2.1858, -4.6465], [-5.4301, -1.8686, -5.4765], [-7.2733, -3.3837, -4.8248], [-7.5300, -0.9382, -4.6373], [-8.5922, -1.0069, -2.8704], [-7.9489, 0.5939, -3.3081], [-6.5783, -0.8854, -1.4989], [-5.6604, -0.0958, -2.8075]], "mulliken_charge": [-0.174, 0.523, -0.258, -0.244, 1.043, -0.279, -0.271, 0.219, -0.302, -0.273, 0.243, -0.541, -0.608, -0.860, -0.938, 0.468, -0.288, -0.871, -0.482, -0.892, 0.590, 0.010, 0.187, 0.382, 0.464, 0.364, 0.462, 0.367, 0.479, 0.412, 0.483, 0.532, 0.613, 0.469, -0.111, -0.365, -0.303, 1.007, -0.540, -0.506, -0.317, 0.115, 0.332, 0.325, 0.315, -0.233, -0.255, -0.346, 1.072, -0.573, -0.491, -0.325, 0.232, 0.372, 0.295, 0.310, 0.059, -0.348, -0.339, 1.107, -0.541, -0.537, -0.313, 0.262, 0.005, 0.345, 0.318, -0.265, -0.346, -0.347, 0.976, -0.396, -0.569, -0.254, 0.265, 0.303, 0.328, 0.267, 0.048, -0.361, -0.307, 1.067, -0.538, -0.511, -0.296, -0.045, 0.311, 0.331, 0.298, -0.435, -0.122, -0.181, 1.094, -0.566, -0.549, -0.332, 0.314, 0.321, 0.221, 0.219]}

***

Record 4
{"formula": "C8H9N2O2S2", "method": "ωB97M-V with the def2-TZVPD basis set", "e_homo_ev": [-3.655, -3.656], "gap_ev": [6.81, 6.81], "spin_multiplicity": 1, "total_charge": -1, "fmax_ev_per_a": 5.0, "symbols": ["C", "C", "C", "C", "C", "C", "C", "C", "N", "N", "O", "O", "S", "S", "H", "H", "H", "H", "H", "H", "H", "H", "H"], "coordinates": [[-0.6153, -1.9689, 0.0306], [-0.1337, -1.4831, 1.3610], [0.1706, 0.2474, -0.7491], [0.1093, 0.7156, 0.4659], [-4.8520, -0.1604, 0.3265], [-0.2539, -1.1922, -1.1208], [0.0572, -0.1803, 1.5971], [0.4735, 2.1765, 0.8136], [-3.5568, 0.4156, -0.4390], [-2.4914, -0.2500, -0.4597], [-5.6515, 0.6971, 0.5443], [-4.6235, -1.2833, 0.7134], [-3.6608, 1.8996, -1.0486], [-2.4764, -1.7300, 0.2617], [-0.6571, -3.1466, 0.0251], [-0.1985, -2.2970, 2.2056], [0.4178, 0.8887, -1.5421], [0.6409, -1.7236, -1.3706], [-1.0544, -1.2063, -1.8606], [0.0466, 0.2291, 2.6210], [-0.4049, 2.8255, 0.5218], [1.3035, 2.3947, 0.1407], [0.7039, 2.3587, 1.9465]], "mulliken_charge": [-0.030, -0.395, -0.651, 1.099, 0.609, -1.092, -0.341, -1.255, -0.122, 0.004, -0.591, -0.590, -0.428, 0.012, 0.324, 0.159, 0.381, 0.443, 0.405, 0.215, 0.224, 0.331, 0.289]}